Computed, not measured: a 10-piece molecular cluster, C27H73Cl6NO25P6 overall in a non-equilibrium geometry, with the ωB97M-V functional and the def2-TZVPD basis.

The electronic energy comes out at -212738.556 eV. As for the SMILES: COP(=O)(OC)OC.COP(=O)(OC)OC.COP(=O)(OC)OC.COP(=O)(OC)OC.COP(=O)(OC)OC.COP(=O)(OC)OC.CNC(C)=O.ClCCCl.ClCCCl.ClCCCl. For the HOMO-LUMO gap, the calculation gives 9.5953 eV. The value obtained for the highest occupied orbital energy is -9.3 eV. The LUMO energy is 0.296 eV. As for the strongest force on any atom: 4.624 eV/A.

Structure (XYZ):
```
138
Properties=species:S:1:pos:R:3:forces:R:3:mulliken_charge:R:1
C 0.6214 -3.1892 0.8191 -0.6 0.1 1.2 -0.445
C 0.4438 -1.7051 1.2206 1.3 -0.3 -0.2 0.702
O 1.3029 -1.0946 1.9383 -2.4 -1.0 -1.8 -0.658
N -0.6236 -1.1911 0.5564 1.8 -0.1 2.1 0.539
C -0.9024 0.2020 0.5536 0.3 1.0 -0.2 -0.495
H 1.2657 -3.7174 1.5219 0.7 0.3 -0.5 -0.413
H 0.8240 -3.2857 -0.2476 0.6 0.0 0.3 0.206
H -0.2933 -3.7657 0.9572 -0.5 0.3 0.0 0.383
H -1.2865 -1.8369 0.1519 -0.1 0.1 0.0 0.127
H -0.5912 0.7688 1.4311 -0.4 -0.6 0.6 0.184
H -1.9665 0.3415 0.3627 0.3 0.4 -0.2 -0.012
H -0.2309 0.6603 -0.1724 -0.5 0.4 -0.7 0.069
C -0.3348 -4.4658 -3.3140 0.5 -0.2 -0.2 -0.828
O -0.6070 -3.6562 -2.1620 -1.3 1.0 0.6 -0.104
P -2.0814 -3.0464 -2.0213 -0.8 0.1 -2.4 1.388
O -2.5203 -2.5762 -0.6839 0.3 -0.9 -1.2 -0.963
O -2.0542 -1.9064 -3.1990 0.5 -1.1 1.7 -0.422
C -3.2727 -1.3071 -3.6499 -0.7 -0.3 -0.1 -0.116
O -3.0401 -4.1602 -2.7508 1.1 1.8 -0.3 -0.371
C -3.5693 -5.2971 -2.1268 -0.2 -0.4 1.6 -0.741
H 0.6249 -4.1794 -3.7440 0.1 0.1 0.4 0.262
H -1.0687 -4.3258 -4.1077 -0.1 -0.3 0.3 0.329
H -0.2816 -5.4770 -2.9105 -0.1 -0.1 -0.6 0.252
H -3.2514 -0.2176 -3.6783 0.6 -0.1 0.0 -0.370
H -4.1028 -1.5621 -2.9911 -0.1 -0.2 -0.1 0.323
H -3.4488 -1.7086 -4.6479 -0.2 0.2 0.0 0.268
H -3.6244 -6.1951 -2.7422 0.2 0.5 -0.6 0.245
H -4.5691 -5.0534 -1.7677 0.0 -0.2 0.1 0.283
H -2.9289 -5.5542 -1.2830 -0.2 -0.2 0.3 0.336
C 2.0456 2.3274 2.0076 -2.9 0.0 -1.8 0.404
O 3.2270 2.6667 2.5669 4.3 1.7 0.5 -0.266
P 4.0677 3.9620 2.0102 -0.6 -0.1 1.5 0.700
O 5.4168 4.1352 2.6426 -2.4 -0.4 -1.5 -0.706
O 3.9456 3.7846 0.3973 -1.4 0.3 2.3 -0.007
C 4.8740 4.1633 -0.5698 1.8 0.2 -0.3 -0.747
O 2.9565 5.1629 2.4221 2.2 -1.1 -2.3 -0.255
C 2.7976 5.3611 3.7774 -1.0 0.5 3.0 -0.863
H 1.9825 2.7265 0.9952 -0.1 -0.3 -0.3 0.089
H 1.2117 2.8188 2.5088 -0.2 -0.2 0.4 0.055
H 1.8822 1.2507 1.9619 0.2 0.0 0.3 -0.141
H 5.0235 3.3346 -1.2619 -0.1 -0.1 0.1 0.221
H 5.8110 4.3767 -0.0554 0.2 0.0 -0.3 0.369
H 4.6214 5.0339 -1.1750 -0.6 0.1 0.4 0.256
H 3.5156 4.9376 4.4796 0.3 -0.8 -0.6 0.352
H 1.7954 5.0711 4.0930 -0.1 -0.7 -0.1 0.280
H 2.8010 6.3725 4.1837 0.3 0.8 -1.3 0.332
C 0.5141 5.4874 -0.3420 2.2 -1.2 0.6 -0.387
O -0.8491 5.6463 -0.4652 -3.1 -0.2 0.1 -0.424
P -1.7724 4.7825 0.5867 -0.7 1.9 -1.9 0.441
O -1.2463 3.4519 0.8232 0.0 -0.8 0.4 0.090
O -1.7350 5.7808 1.8507 0.6 -0.1 -2.6 -0.359
C -1.7762 5.2784 3.1251 -1.9 -1.5 2.2 -0.712
O -3.3267 4.7945 -0.0013 2.9 -0.2 1.2 -0.330
C -3.7740 5.2698 -1.2680 -0.3 1.2 0.0 -0.600
H 1.1402 6.1549 -0.9341 -0.7 0.8 0.2 0.398
H 0.8671 4.5256 -0.7139 -0.4 -0.5 0.0 0.075
H 0.7858 5.4962 0.7135 0.4 0.4 0.0 0.198
H -1.6974 4.1942 3.2043 0.7 -0.2 -0.5 0.231
H -2.8185 5.3890 3.4241 0.0 0.5 0.8 0.334
H -1.0974 5.7171 3.8564 0.1 0.4 -0.5 0.258
H -4.2660 4.5026 -1.8657 0.3 -0.3 0.2 0.163
H -2.9943 5.7901 -1.8244 0.2 -0.4 -0.1 0.310
H -4.5095 6.0367 -1.0250 -0.2 0.0 -0.2 0.346
C -4.7820 0.9797 -1.0963 2.3 -0.6 0.3 -0.134
O -6.1356 1.0626 -0.7954 -2.6 -2.7 -0.1 -0.299
P -7.0674 -0.3379 -0.9081 -2.8 1.1 0.5 0.862
O -7.0391 -1.1443 -2.1600 0.9 1.1 1.5 -0.628
O -6.9066 -1.1959 0.5011 -2.6 0.8 -2.9 -0.362
C -5.7243 -1.0458 1.1480 2.5 0.3 1.4 -0.427
O -8.5963 0.2768 -0.6198 2.0 -0.3 -0.6 -0.381
C -9.3372 0.9937 -1.6658 0.7 0.0 0.9 -0.635
H -4.3956 0.0257 -1.4548 -0.8 -0.3 -0.9 -0.179
H -4.2042 0.9430 -0.1728 0.0 1.1 0.3 0.352
H -4.4602 1.7652 -1.7800 -0.2 0.0 0.2 0.218
H -5.5910 -1.6351 2.0552 -0.8 -0.5 -0.1 0.344
H -5.6479 -0.0230 1.5169 0.6 0.2 -0.3 0.300
H -4.9310 -1.3905 0.4848 0.6 0.5 0.2 0.084
H -10.3690 0.6456 -1.6162 0.3 -0.4 -0.4 0.232
H -8.8254 0.9130 -2.6247 -0.4 -0.3 -0.1 0.311
H -9.3894 2.0487 -1.3967 0.3 0.0 0.1 0.260
C 7.5007 -3.7165 1.6855 -0.1 -1.0 -3.1 -0.833
O 6.5704 -4.1656 2.6309 0.0 0.5 1.9 -0.144
P 6.1503 -3.2114 3.8656 -0.1 1.4 -0.7 0.889
O 5.1692 -3.7991 4.7691 0.3 -0.6 0.0 -0.675
O 7.5258 -2.6705 4.5196 -1.6 0.0 -2.4 -0.312
C 8.1331 -3.0510 5.7079 0.3 -1.0 1.5 -0.695
O 5.5737 -1.8953 3.0982 1.5 -1.5 0.1 -0.314
C 4.3478 -1.9256 2.3431 -1.6 1.9 1.7 -0.718
H 7.3757 -2.7180 1.2667 0.0 0.4 1.0 0.314
H 7.2193 -4.3127 0.8175 -0.1 -0.1 -0.4 0.314
H 8.5458 -4.0207 1.7429 0.0 0.4 1.3 0.315
H 8.3180 -2.1353 6.2694 0.1 -0.3 0.2 0.242
H 9.0390 -3.6433 5.5791 0.5 0.6 -0.7 0.290
H 7.5759 -3.7949 6.2773 -0.8 0.5 0.2 0.321
H 3.6032 -2.7117 2.4687 1.0 -1.0 -0.3 0.255
H 4.3690 -1.4956 1.3417 0.8 -0.6 -0.1 0.383
H 3.7825 -1.1828 2.9059 -0.3 0.4 -0.3 0.367
C -3.1326 4.9125 -5.7134 -1.1 1.2 -1.8 -0.940
O -2.4988 4.2676 -4.6511 -0.5 -0.9 0.6 -0.222
P -3.0086 2.7439 -4.4724 1.7 -0.7 0.1 0.510
O -4.4404 2.5214 -4.3980 -0.7 0.2 -0.3 -0.826
O -2.2538 2.3153 -3.1697 -0.1 -0.3 -0.8 0.495
C -0.8429 1.9874 -3.1726 -0.1 0.2 1.5 -0.782
O -2.1975 1.8658 -5.5706 -0.4 0.3 0.4 -0.215
C -2.7754 1.3806 -6.7738 -1.1 0.6 -0.8 -0.909
H -4.2194 4.8469 -5.7651 -0.2 -1.1 0.4 0.357
H -2.7388 4.5381 -6.6583 0.1 0.2 -0.1 0.297
H -3.1084 6.0022 -5.7071 1.2 0.0 0.5 0.317
H -0.2905 2.1460 -4.0988 -0.4 0.4 0.1 0.438
H -0.6979 0.9492 -2.8742 -0.3 -0.1 -0.1 0.312
H -0.5629 2.6022 -2.3171 1.1 0.0 -0.4 0.235
H -3.8627 1.3334 -6.7125 -0.1 0.0 0.3 0.371
H -2.4615 0.3853 -7.0883 0.6 0.1 0.6 0.264
H -2.5692 2.0903 -7.5750 0.3 -0.1 -0.1 0.327
Cl 2.4087 1.8168 -2.6916 0.3 -0.9 0.2 -0.180
C 2.9647 0.6202 -1.4587 1.0 -0.9 0.8 0.847
C 3.6923 -0.6947 -1.9165 -0.8 1.6 -1.3 -0.664
Cl 2.5245 -1.8906 -2.4940 -0.4 -0.5 0.1 -0.126
H 2.1312 0.3512 -0.8098 -0.1 0.2 -0.2 -0.653
H 3.7045 1.1478 -0.8566 -0.2 0.2 0.0 0.079
H 4.3390 -1.1460 -1.1640 -0.3 0.3 0.1 0.250
H 4.2453 -0.4584 -2.8256 0.4 0.0 0.3 0.444
Cl 1.8673 -6.5846 1.1449 0.7 0.4 0.1 -0.217
C 3.4859 -5.9699 1.7695 -0.4 -0.1 -0.2 -0.303
C 4.5205 -7.1117 1.6737 -1.6 0.9 1.1 -0.381
Cl 4.7932 -7.5867 0.0195 0.5 0.0 -0.7 -0.193
H 3.2561 -5.6289 2.7790 0.4 -0.5 0.2 0.293
H 3.7597 -5.0598 1.2358 0.0 -0.3 -0.4 0.183
H 4.0114 -7.9508 2.1480 0.6 -0.1 0.2 0.354
H 5.4341 -6.8020 2.1812 0.0 -0.2 -0.2 0.269
Cl -1.9610 -3.4743 4.3995 -2.0 -1.1 -1.0 -0.164
C -0.7250 -2.4880 4.9662 2.3 1.6 1.0 -0.150
C 0.6040 -3.1706 4.8990 0.5 -1.5 0.6 -0.123
Cl 0.6074 -4.5490 6.1747 0.3 0.9 -0.9 -0.230
H -0.9207 -2.2067 6.0009 -0.1 0.1 -0.1 0.415
H -0.5533 -1.5817 4.3855 -0.6 0.1 -0.3 0.048
H 1.4671 -2.5291 5.0771 -0.2 0.0 0.3 0.295
H 0.7547 -3.6545 3.9340 -0.1 -0.1 0.1 -0.103
```
Positions in Å, forces in eV/Å.